ORCA calculation (the ωB97M-V functional and the def2-TZVPD basis) on a cluster of 2 separate species, C3H3N3O in total at a distorted geometry.

```
10
Properties=species:S:1:pos:R:3:forces:R:3
C 0.443 0.815 0.749 -0.10 0.06 -0.06
H 1.638 -0.255 2.185 -0.09 -0.10 -0.09
C -0.538 0.924 -0.137 -0.41 0.23 -0.32
C 0.826 -0.417 1.446 -0.14 -0.25 -0.05
N -0.198 -2.058 -1.538 -0.79 1.03 -1.39
N -1.483 1.130 -0.870 0.62 -0.14 0.53
H -1.361 1.026 -1.875 -0.02 -0.04 0.11
H 0.988 1.727 0.969 -0.03 -0.06 -0.01
O 0.347 -1.519 1.279 0.10 0.52 0.07
N -0.672 -1.374 -2.260 0.85 -1.26 1.21
```
Positions in Å, forces in eV/Å.

Calculated values
* DFT total energy: -9676.578 eV
* energy relative to the best compared isomer or geometry (same formula, charge and spin): 20.2 kcal/mol
* Kohn-Sham gap: 10.2 eV
* SMILES: N=C=CC=O.N#N